Record 1
{"formula": "C11H16ClO3PS3", "method": "ωB97M-V/def2-TZVPD", "symbols": ["O", "S", "Cl", "O", "O", "S", "C", "C", "C", "C", "C", "C", "S", "C", "C", "C", "C", "C", "P", "H", "H", "H", "H", "H", "H", "H", "H", "H", "H", "H", "H", "H", "H", "H", "H"], "xyz": [[-2.52036, -1.12852, -2.81898], [-0.08968, 1.62269, 2.27180], [-0.08225, 5.08297, -4.73546], [0.79188, -1.15421, 3.14172], [1.36402, -0.25034, 0.54502], [-1.43714, -1.33698, 1.03581], [-1.27063, 2.61042, -4.54123], [0.18469, 3.26518, -2.63382], [-1.44231, 1.30177, -4.00305], [-0.19938, 2.00072, -2.01607], [-0.39710, 3.50830, -3.88129], [-1.04760, 1.04840, -2.65693], [-1.42035, -0.61456, -1.99495], [-2.12199, -0.26919, -0.32475], [-0.63536, -2.60502, 4.54590], [3.52115, -1.29033, 0.60243], [-0.27846, -1.17212, 4.07359], [2.04240, -1.54906, 0.42349], [0.25780, -0.25645, 1.80112], [-1.82871, 2.76398, -5.42623], [0.88375, 4.04333, -2.15142], [-1.88372, 0.54365, -4.68932], [0.26348, 1.74952, -1.10629], [-1.94643, 0.85150, -0.03017], [-3.21513, -0.47664, -0.38685], [0.18085, -2.90613, 5.22668], [-0.66627, -3.26368, 3.62788], [-1.50939, -2.61655, 5.17355], [4.17479, -2.10525, 0.07770], [3.96331, -0.45153, -0.10634], [3.77760, -1.29679, 1.72520], [0.07383, -0.63730, 4.92585], [-1.18322, -0.79024, 3.80934], [1.99657, -1.94342, -0.59294], [1.69933, -2.27813, 1.08902]], "forces_ev_per_angstrom": [[-0.65, -0.22, -0.38], [0.03, -1.33, -0.44], [-0.21, -1.25, 0.84], [-0.97, 0.83, -3.68], [-1.35, -1.82, 2.46], [0.16, -0.02, -0.33], [1.29, -1.72, 2.10], [-0.44, -1.10, 0.40], [-0.16, 0.86, 0.37], [-0.31, 1.08, -2.07], [-0.73, 0.85, -0.81], [0.82, 1.31, -0.83], [1.24, 0.05, 0.28], [0.39, 2.32, 1.09], [2.16, -0.03, -0.90], [2.86, -0.58, -0.69], [1.06, -2.58, 2.82], [2.05, 1.42, -2.31], [0.84, 2.08, -0.30], [0.17, 0.78, -0.97], [-1.27, -1.63, -0.77], [-0.04, 0.56, 1.16], [0.30, -0.20, 1.31], [-0.37, -1.99, -0.48], [0.82, 0.08, 0.04], [-0.20, -0.41, -0.55], [-0.30, 0.41, 1.28], [-0.67, 0.03, -0.25], [-1.46, 0.60, 1.35], [-1.39, -0.84, 2.16], [0.09, 0.67, -1.92], [0.15, 0.67, 0.61], [-2.15, 1.78, -1.62], [-1.01, 0.30, -0.07], [-0.75, -0.93, 1.13]], "nbo_charge": [-0.964, -0.558, -0.039, -0.775, -0.789, -0.065, -0.240, -0.242, -0.171, -0.187, 0.016, -0.290, 1.282, -0.768, -0.627, -0.649, -0.091, -0.106, 1.602, 0.238, 0.257, 0.252, 0.235, 0.284, 0.280, 0.210, 0.215, 0.222, 0.221, 0.239, 0.225, 0.192, 0.199, 0.197, 0.195], "lumo_energy_ev": 0.38, "e_above_lowest_kcal_mol": 46.6, "e_homo_ev": -8.976, "total_charge": 0}

---

Record 2
{"formula": "C18H36O15S3", "method": "ωB97M-V/def2-TZVPD", "symbols": ["C", "C", "O", "S", "O", "O", "O", "H", "H", "H", "H", "C", "C", "O", "S", "O", "O", "O", "H", "H", "H", "H", "C", "C", "O", "S", "O", "O", "O", "H", "H", "H", "H", "C", "C", "C", "O", "C", "H", "H", "H", "H", "H", "H", "H", "H", "C", "C", "C", "O", "C", "H", "H", "H", "H", "H", "H", "H", "H", "C", "C", "C", "O", "C", "H", "H", "H", "H", "H", "H", "H", "H"], "xyz": [[1.88130, 1.65170, -5.35708], [0.48091, 1.77224, -6.00489], [0.17131, 3.01578, -5.66786], [0.55164, 3.36222, -4.09089], [-0.32729, 2.74857, -3.15182], [0.89113, 4.75299, -3.87327], [1.94963, 2.46196, -4.24084], [2.73198, 1.72824, -6.03428], [1.95286, 0.66206, -4.90589], [-0.28913, 1.07749, -5.66954], [0.52090, 1.64587, -7.08680], [1.58512, -1.49884, 2.57011], [1.87480, 0.03538, 2.37659], [2.99715, 0.50238, 3.20726], [3.54261, -0.80665, 4.09845], [2.91983, -0.89261, 5.42009], [4.97858, -0.83105, 4.02492], [2.83422, -1.86840, 2.97213], [1.16543, -1.65519, 1.57637], [0.84845, -1.61622, 3.36487], [0.99193, 0.65505, 2.53363], [2.15498, 0.15710, 1.33027], [-1.05590, 0.62641, 5.17737], [-1.90426, -0.32946, 6.02794], [-2.98823, -0.69111, 5.24276], [-3.42301, 0.45389, 4.11172], [-4.54927, 1.24346, 4.73260], [-3.72432, -0.10104, 2.81404], [-1.97156, 1.22409, 4.26794], [-0.28890, 0.02051, 4.69501], [-0.51183, 1.40201, 5.71639], [-2.17343, 0.03891, 7.01786], [-1.51904, -1.34745, 6.08618], [4.60004, 1.98279, -2.06348], [3.43943, 1.42662, -1.22710], [3.27017, 2.52225, -0.19875], [3.92640, 3.70966, -0.64499], [4.41114, 3.43549, -1.97220], [4.61139, 1.62444, -3.09284], [5.57280, 1.80715, -1.60417], [3.78146, 0.52387, -0.72098], [2.57366, 1.15999, -1.83328], [3.98649, 2.26651, 0.58200], [2.28034, 2.48334, 0.25601], [5.27182, 4.06345, -2.20240], [3.71619, 3.72821, -2.75927], [-1.96758, 0.40904, -0.93619], [-1.32659, -0.62499, -1.83375], [0.03215, -0.90300, -1.14569], [-0.02509, -0.21892, 0.09429], [-1.37757, 0.04270, 0.38041], [-3.04194, 0.22507, -0.93892], [-1.88717, 1.44671, -1.26003], [-1.22322, -0.30254, -2.86981], [-1.86946, -1.56972, -1.80419], [0.95031, -0.69398, -1.69469], [0.19117, -1.96310, -0.94822], [-1.22372, 0.82067, 1.12821], [-1.77609, -0.84819, 0.86578], [-4.64610, -2.92162, -0.31510], [-3.55446, -3.38525, 0.65546], [-2.71674, -4.43891, -0.07485], [-2.90127, -3.95289, -1.46812], [-4.15323, -3.30156, -1.68294], [-4.70676, -1.85530, -0.09744], [-5.62533, -3.34671, -0.09486], [-4.11319, -3.85952, 1.46230], [-3.03887, -2.54195, 1.11496], [-3.21195, -5.40935, -0.04136], [-1.66714, -4.58952, 0.17764], [-4.80473, -4.07664, -2.08655], [-4.05533, -2.47459, -2.38625]], "forces_ev_per_angstrom": [[0.00, -3.71, -0.14], [1.50, -2.68, -0.58], [-2.13, 5.26, 1.94], [2.02, 0.79, -0.39], [0.09, -0.34, -0.76], [-0.57, -2.19, -1.12], [-1.36, 2.50, 1.12], [-0.15, 0.78, -0.01], [0.17, -0.49, -0.47], [0.27, -0.37, 0.46], [0.16, 0.39, -0.02], [-0.98, 4.53, 0.86], [-0.49, 0.80, -0.45], [-0.56, -2.17, 1.07], [-0.90, 1.01, -0.70], [0.52, 0.01, -2.70], [-1.82, -0.42, -0.28], [3.15, -2.01, 1.64], [0.66, -1.52, 0.04], [-0.15, -0.50, -0.06], [0.18, 0.12, 0.30], [0.33, 0.21, 0.20], [0.28, -0.91, 0.51], [0.92, -0.81, 0.46], [-2.57, 0.91, -2.79], [-3.02, 1.27, 3.32], [3.90, -1.85, -1.89], [1.52, 0.37, 1.49], [-1.27, 0.03, -1.25], [-0.14, 0.18, -0.66], [-0.51, 0.10, 0.11], [-0.27, 0.20, -0.16], [1.24, 0.46, 0.83], [0.67, -0.94, -0.01], [0.84, -0.40, -0.45], [1.68, -1.19, 1.32], [-0.95, 0.49, -1.42], [-0.82, 1.83, -0.64], [0.07, -0.03, 0.03], [-0.02, -0.71, 0.09], [-0.24, -0.18, -0.02], [-0.12, 0.37, 0.02], [-0.51, -0.57, 0.73], [-0.27, 1.23, -0.38], [0.34, -0.19, 0.56], [-0.71, 0.30, 0.21], [-1.92, -0.22, -0.30], [1.06, -0.46, -0.46], [0.19, -0.73, -0.17], [1.64, -0.29, -0.57], [1.18, 0.82, 1.33], [-0.20, 0.03, 0.15], [0.70, -0.07, 0.20], [0.01, -0.01, 0.05], [-0.25, 0.13, -0.15], [-0.11, 0.95, -0.09], [-0.53, -0.45, 0.11], [-1.07, 0.26, 0.08], [-0.64, 0.01, -0.17], [0.11, 1.03, 0.87], [-0.60, -1.17, 1.43], [-2.00, 1.35, -1.80], [1.89, -0.24, -0.02], [0.25, -1.25, 0.47], [-0.38, 0.18, -0.62], [0.13, -0.10, 0.03], [0.36, -0.07, 0.44], [0.35, -0.18, -0.36], [-0.02, -0.16, 0.25], [-0.04, 0.53, -0.26], [-0.33, 0.23, -0.40], [0.26, -0.11, 0.00]], "mulliken_charge": [-0.378, -0.257, -0.366, 0.972, -0.371, -0.561, -0.215, 0.308, 0.279, 0.229, 0.305, 0.134, 0.031, -0.372, 1.059, -0.534, -0.519, -0.434, 0.103, 0.256, 0.175, 0.012, 0.302, -0.299, -0.354, 0.979, -0.578, -0.360, -0.314, -0.275, 0.362, 0.242, 0.281, -0.633, 0.281, -0.479, -0.484, -0.222, 0.308, 0.306, 0.338, -0.321, 0.281, 0.346, 0.360, -0.002, -0.455, 0.416, -0.821, -0.240, 0.149, 0.358, 0.265, 0.169, -0.449, 0.334, 0.388, 0.138, -0.191, -0.465, 0.126, -0.492, -0.492, -0.405, 0.166, 0.369, 0.374, -0.367, 0.289, 0.295, 0.327, 0.290], "smiles": "O=S1(=O)OCCO1.O=S1(=O)OCCO1.O=S1(=O)OCCO1.C1CCOC1.C1CCOC1.C1CCOC1", "lumo_energy_ev": 0.33, "e_above_lowest_kcal_mol": 89.6, "e_homo_ev": -9.262, "total_charge": 0}

---

| no. | electronic energy (eV) |
| --- | --- |
| 1 | -72124.67075 |
| 2 | -82459.88623 |